(1)
An isolated molecule of C4Cl8, computed with ωB97M-V with the def2-TZVPD basis set.

Computed properties:
**Charge**: 0
**DFT total energy**: -104325.801 eV
**HOMO-LUMO gap**: 9.4 eV
**Highest occupied orbital energy**: -9.736 eV

Last columns: bonded neighbours and bond lengths (Å).
Geometry (Å):
1 Cl -3.0574 -0.1136 -0.0446  C2 1.770
2 C -2.1057 -1.6056 -0.0924  Cl1 1.770, Cl3 1.796, C4 1.410
3 Cl -3.0194 -3.1480 -0.1966  C2 1.796
4 C -0.7006 -1.6627 0.0143  C2 1.410, Cl5 1.713, C6 1.556
5 Cl -0.0488 -3.2446 0.0889  C4 1.713
6 C 0.2835 -0.4602 0.0923  C4 1.556, Cl7 1.795, Cl8 1.823, C9 1.568
7 Cl -0.3948 0.7918 1.1846  C6 1.795
8 Cl 1.8197 -1.0334 0.8884  C6 1.823
9 C 0.6635 0.1953 -1.2809  C6 1.568, Cl10 1.800, Cl11 1.805, Cl12 1.792
10 Cl 1.6800 -0.9005 -2.2841  C9 1.800
11 Cl -0.8056 0.5612 -2.2627  C9 1.805
12 Cl 1.5995 1.7121 -1.0993  C9 1.792



(2)
A 2-piece molecular cluster, C4H10 overall, computed with ωB97M-V with the def2-TZVPD basis set.

Computed properties:
**2S+1**: 2
**Charge**: -1
**DFT total energy**: -4306.851 eV
**HOMO-LUMO gap (spin up / spin down)**: 2.9 / 9.7 eV
**Highest occupied orbital energy (spin up / spin down)**: 1.479 / -5.249 eV

Last columns: bonded neighbours and bond lengths (Å).
Geometry (Å):
1 C -1.1330 2.2906 -0.6678  C2 1.530, H3 1.088, H4 1.092, H5 1.091
2 C 0.3236 2.4693 -0.2342  C1 1.530, H6 1.091, H7 1.085, H8 1.109
3 H -1.5874 1.8150 0.1990  C1 1.088
4 H -1.2128 1.6036 -1.5126  C1 1.092
5 H -1.7846 3.1222 -0.9402  C1 1.091
6 H 0.8248 1.5107 -0.0894  C2 1.091
7 H 0.9245 3.2007 -0.7654  C2 1.085
8 H 0.4851 2.8345 0.8000  C2 1.109
9 C 0.9223 -3.5207 0.8756  C10 1.343, H11 1.099, H12 1.080
10 C 0.1640 -2.6600 0.1779  C9 1.343, H13 1.089, H14 1.081
11 H 0.3991 -4.3814 1.3149  C9 1.099
12 H 1.9730 -3.5573 1.1210  C9 1.080
13 H -0.9039 -2.5928 0.3787  C10 1.089
14 H 0.6054 -2.1341 -0.6574  C10 1.081



no.,molar mass (g mol⁻¹)
1,331.7
2,58.1